Record 1
{"formula": "C2H9BN2", "method": "ωB97M-V/def2-TZVPD", "symbols": ["B", "C", "C", "N", "N", "H", "H", "H", "H", "H", "H", "H", "H", "H"], "coordinates": [[-1.0315, -0.2083, 0.1246], [1.9139, 0.3987, -0.3818], [1.0911, -0.4686, 0.4708], [-1.9788, -1.2743, 0.3383], [-1.2395, 1.1000, -0.3039], [1.8912, 0.4121, -1.4447], [1.6137, 1.4878, -0.0943], [2.9998, 0.5030, 0.0251], [1.0066, -1.5695, 0.5891], [1.2726, -0.0524, 1.4980], [-1.7461, -2.1526, -0.1404], [-3.0254, -1.2688, 0.5135], [-0.6930, 1.8550, -0.2953], [-2.0747, 1.2377, -0.8991]], "charge": 0, "e_above_lowest_kj_mol": 219.96, "orbital_gap_ev": 8.412}



Record 2
{"formula": "C17H29BN3O6S3", "method": "ωB97M-V/def2-TZVPD", "symbols": ["C", "N", "C", "B", "O", "S", "O", "C", "C", "C", "S", "C", "S", "N", "C", "C", "N", "C", "H", "H", "H", "H", "H", "H", "H", "H", "H", "H", "H", "H", "H", "H", "H", "H", "H", "O", "C", "O", "C", "C", "C", "H", "H", "H", "H", "H", "H", "O", "C", "O", "C", "C", "C", "H", "H", "H", "H", "H", "H"], "coordinates": [[-4.9288, 2.4794, 2.3340], [-3.9160, 2.6235, 1.2581], [-2.8435, 1.5922, 1.4065], [-3.4596, 3.9371, 1.1730], [-3.9753, 4.9901, 1.8456], [-2.0269, 4.4983, -0.0095], [-2.7921, 5.6315, -0.8776], [-1.6419, 3.3220, -1.2925], [-0.5720, 2.3045, -0.8483], [0.6708, 2.3236, -1.7583], [2.1149, 1.4689, -1.0266], [2.7643, 2.7368, 0.0341], [4.1855, 3.4324, -0.1852], [1.9233, 3.0602, 1.1312], [1.5274, 2.2410, 2.1604], [0.7258, 3.0091, 2.9428], [0.6050, 4.2709, 2.4219], [1.3515, 4.2784, 1.3522], [-5.2618, 1.4457, 2.3450], [-4.4976, 2.7019, 3.3087], [-5.7852, 3.1131, 2.1397], [-3.1369, 0.9012, 2.1878], [-2.7195, 1.0299, 0.4885], [-1.8887, 2.0226, 1.7027], [-3.4114, 5.7605, 1.9625], [-2.4908, 6.5060, -0.5946], [-1.2423, 3.9533, -2.0856], [-2.5428, 2.8506, -1.6753], [-1.0108, 1.3104, -0.8729], [-0.2523, 2.4627, 0.1728], [0.9877, 3.3392, -1.9865], [0.4815, 1.7787, -2.6785], [1.8396, 1.2168, 2.2427], [0.2493, 2.7105, 3.8596], [1.5359, 5.0995, 0.6814], [-2.3140, -0.6263, -0.6427], [-1.4994, -1.5050, -0.7867], [-1.7746, -2.7929, -0.6167], [-0.5662, -3.5994, -0.7579], [0.3816, -2.7291, -1.5783], [-0.0410, -1.3260, -1.1428], [-0.1834, -3.8110, 0.2387], [-0.8296, -4.5315, -1.2362], [1.4282, -2.9632, -1.4057], [0.1759, -2.8604, -2.6412], [0.4857, -0.9895, -0.2476], [0.0584, -0.5777, -1.9264], [1.1436, -5.8320, -0.9575], [2.3207, -6.0520, -0.9297], [3.2209, -5.0663, -0.7188], [4.5648, -5.5803, -0.8371], [4.4381, -7.0795, -0.5887], [3.0397, -7.3689, -1.1370], [4.9279, -5.3539, -1.8410], [5.1920, -5.0695, -0.1120], [5.2322, -7.6558, -1.0564], [4.4615, -7.2799, 0.4825], [3.0491, -7.5853, -2.2064], [2.5217, -8.1670, -0.6140]], "charge": 1, "orbital_gap_ev": 8.050}



Record 3
{"formula": "C4H4MnO2", "method": "ωB97M-V/def2-TZVPD", "symbols": ["H", "O", "C", "C", "C", "H", "H", "H", "C", "O", "Mn"], "coordinates": [[1.1764, -1.2410, 1.4030], [-2.3810, -0.3641, -0.8249], [-1.6310, 0.6424, -0.1624], [-0.2094, 0.2990, -0.1509], [0.8401, -0.1915, 0.4497], [-3.2838, -0.3438, -0.4933], [-1.9719, 0.7623, 0.8828], [-1.7625, 1.6167, -0.6648], [1.9335, -0.9888, 0.2792], [3.1542, -0.7909, 0.0740], [4.1353, 0.5996, -0.7923]], "spin_multiplicity": 7, "charge": 1, "e_above_lowest_kj_mol": 325.48, "orbital_gap_ev": [4.547, 4.215]}



Record 4
{"formula": "C15H40IOP2Si2Zr", "method": "ωB97M-V/def2-TZVPD", "symbols": ["C", "I", "H", "H", "H", "Zr", "P", "C", "C", "H", "H", "H", "H", "H", "H", "C", "H", "H", "H", "P", "C", "C", "H", "H", "H", "C", "H", "H", "H", "H", "H", "H", "C", "O", "C", "Si", "C", "C", "C", "Si", "C", "C", "C", "H", "H", "H", "H", "H", "H", "H", "H", "H", "H", "H", "H", "H", "H", "H", "H", "H", "H", "H"], "coordinates": [[0.0174, -0.1934, -5.0411], [1.7217, -0.4524, -3.5748], [0.4839, 0.0084, -6.0316], [-0.6335, 0.6208, -4.6953], [-0.4937, -1.1551, -5.0222], [0.3823, -0.1740, -1.0283], [0.2315, 2.4571, -1.4277], [-1.4138, 3.1441, -1.8472], [0.7988, 3.6301, -0.1257], [0.8034, 4.6467, -0.5514], [0.9786, 4.2167, -2.9215], [1.8252, 3.3637, 0.1675], [2.2349, 2.9578, -2.7399], [-2.1060, 3.0445, -1.0026], [0.1676, 3.6144, 0.7691], [1.1556, 3.1328, -2.8639], [-1.2881, 4.2082, -2.0969], [0.8301, 2.6635, -3.7927], [-1.8440, 2.6262, -2.7141], [0.2780, -2.8822, -0.9916], [-1.3591, -3.6345, -1.3074], [1.2675, -3.8106, -2.2217], [1.7420, -3.4535, 0.8665], [0.7501, -4.8451, 0.3424], [0.0477, -3.5578, 1.3759], [0.7378, -3.7636, 0.5514], [2.3282, -3.5581, -2.1270], [1.1350, -4.8922, -2.0432], [-1.2363, -4.7282, -1.3595], [-1.7668, -3.2572, -2.2557], [0.9501, -3.5651, -3.2378], [-2.0617, -3.3737, -0.5054], [-1.6913, -0.2125, -1.6140], [-2.7734, -0.2273, -2.0723], [-1.6545, 2.3429, 2.1056], [-1.6564, 0.4614, 2.0441], [-1.6378, -0.1026, 3.8422], [-3.2925, -0.0769, 1.2941], [-0.2602, -0.3617, 1.0763], [1.4288, -0.0992, 1.8882], [1.7515, -1.4469, 3.1628], [2.8262, -0.1865, 0.5757], [1.6483, 1.4995, 2.8514], [-2.5469, 2.6705, 2.6642], [-1.7102, 2.7870, 1.1030], [-0.7783, 2.7533, 2.6268], [-2.6260, 0.1488, 4.2481], [-1.5097, -1.1855, 3.9706], [-0.8997, 0.3992, 4.4761], [-3.6009, 0.6067, 0.4929], [-3.2629, -1.0977, 0.8888], [-4.0535, -0.0376, 2.0903], [-0.5599, -1.4363, 1.1388], [1.8042, -2.4486, 2.7184], [2.7228, -1.2366, 3.6376], [0.9881, -1.4473, 3.9546], [2.8438, 0.6585, -0.1505], [3.7385, -0.0797, 1.1893], [2.9098, -1.1642, 0.0580], [1.6711, 2.3820, 2.1991], [0.8942, 1.6608, 3.6336], [2.6222, 1.4383, 3.3599]], "charge": 3, "e_above_lowest_kj_mol": 0.00, "orbital_gap_ev": [5.596, 5.596]}